Entry 1:
9
Properties=species:S:1:pos:R:3 method="wB97M-V/def2-TZVPD" mol_weight_g_mol=61.064 relative_energy_ev=7.274 e_lumo_ev="-7.5783 / -7.9628" homo_ev="-17.26 / -15.89" total_charge=+1 smiles="C[N+](N)=O" homo_lumo_gap_ev="9.68 / 7.92"
C -0.986 0.181 0.342
N 0.243 0.220 -0.162
N 1.232 -0.590 -0.046
O 0.560 1.524 -1.133
H -1.867 -0.172 -0.254
H -1.119 1.162 0.635
H -1.061 -0.502 1.125
H 0.993 -1.623 0.174
H 2.005 -0.201 -0.681

---

Entry 2:
10
Properties=species:S:1:pos:R:3 method="wB97M-V/def2-TZVPD" mol_weight_g_mol=77.063 relative_energy_ev=7.872 e_lumo_ev=4.6171 homo_ev=-2.77 total_charge=-1 smiles=CN(O)O[NH-] homo_lumo_gap_ev=7.39
C -1.332 0.548 0.023
N -0.433 -0.516 0.170
O 0.165 -0.804 -1.200
O 0.926 0.226 0.892
N 2.024 -0.229 0.265
H -1.315 1.131 0.929
H -1.054 1.235 -0.846
H -2.552 0.401 -0.021
H 1.236 -0.843 -0.861
H 2.334 -1.149 0.649

---

Entry 3:
10
Properties=species:S:1:pos:R:3 method="wB97M-V/def2-TZVPD" mol_weight_g_mol=77.063 relative_energy_ev=2.964 e_lumo_ev=-5.2341 homo_ev=-15.93 total_charge=+1 homo_lumo_gap_ev=10.70
C -0.398 0.870 -0.750
N -2.550 0.250 -0.053
N -1.475 0.487 -0.386
O -2.858 -0.630 0.877
O 1.527 -0.499 0.120
H 1.397 -1.332 0.678
H 0.176 1.684 -0.323
H 0.345 0.368 -1.366
H -3.772 -0.352 1.157
H 2.244 0.130 0.411

---

Entry 4:
9
Properties=species:S:1:pos:R:3 method="wB97M-V/def2-TZVPD" mol_weight_g_mol=59.072 relative_energy_ev=0.005 e_lumo_ev=1.2873 homo_ev=-9.43 smiles=N#N.CN homo_lumo_gap_ev=10.72
N -0.907 0.582 1.869
N -1.426 -0.346 2.152
C 1.492 0.094 -1.240
N 0.264 -0.189 -1.953
H 2.251 0.439 -1.945
H 1.349 0.932 -0.531
H 1.928 -0.761 -0.685
H 0.421 -0.965 -2.593
H -0.415 -0.529 -1.278

---

Entry 5:
10
Properties=species:S:1:pos:R:3 method="wB97M-V/def2-TZVPD" mol_weight_g_mol=75.071 relative_energy_ev=4.211 e_lumo_ev=1.1338 homo_ev=-9.55 smiles="[H]/N=N/NOC" homo_lumo_gap_ev=10.68
H 3.452 0.156 -0.780
N 2.821 -0.010 -0.064
N 1.698 -0.300 -0.544
N 0.809 -0.599 0.414
O -0.369 -1.272 0.083
C -1.294 -0.240 -0.150
H 1.029 -0.722 1.458
H -1.146 0.569 0.631
H -2.337 -0.547 -0.240
H -0.947 0.155 -1.271

---

Entry 6:
10
Properties=species:S:1:pos:R:3 method="wB97M-V/def2-TZVPD" mol_weight_g_mol=75.071 relative_energy_ev=4.664 e_lumo_ev="-0.2262 / -0.2274" homo_ev="-7.91 / -7.91" homo_lumo_gap_ev="7.69 / 7.68"
N 1.574 -0.257 -0.231
N -1.767 0.720 0.050
C 0.449 0.455 -0.211
O 1.124 -1.767 0.549
N -0.719 -0.111 0.018
H 1.046 -2.164 -0.337
H 2.393 0.261 0.095
H -2.319 0.610 0.894
H -2.350 0.717 -0.786
H 0.568 1.535 -0.043

---

Entry 7:
10
Properties=species:S:1:pos:R:3 method="wB97M-V/def2-TZVPD" mol_weight_g_mol=75.071 relative_energy_ev=4.157 e_lumo_ev=0.5400 homo_ev=-8.52 homo_lumo_gap_ev=9.06
C -1.256 0.048 0.008
N -0.011 -0.846 -0.357
O -0.534 -1.624 -1.214
N 1.190 -0.516 -0.402
N 1.616 0.361 0.558
H -2.145 -0.229 -0.548
H -1.389 -0.076 1.080
H -1.009 1.081 -0.235
H 2.548 0.671 0.329
H 0.991 1.131 0.780

---

Entry 8:
12
Properties=species:S:1:pos:R:3 method="wB97M-V/def2-TZVPD" mol_weight_g_mol=123.137 relative_energy_ev=2.128 e_lumo_ev=0.6608 homo_ev=-10.27 homo_lumo_gap_ev=10.93
C -0.077 -0.101 0.335
N -1.073 0.957 0.645
N 1.137 0.722 0.677
N -0.137 -0.678 -0.956
O 0.365 2.236 -1.397
O 0.530 3.310 0.891
S 0.383 2.169 0.003
H -0.061 -0.906 0.983
H -1.893 0.896 0.079
H 1.083 0.816 1.682
H 0.248 -0.065 -1.701
H 0.308 -1.535 -1.101

---

Entry 9:
12
Properties=species:S:1:pos:R:3 method="wB97M-V/def2-TZVPD" mol_weight_g_mol=123.137 relative_energy_ev=3.022 e_lumo_ev=0.6398 homo_ev=-8.85 homo_lumo_gap_ev=9.49
C -1.968 0.869 1.100
N -2.399 1.268 0.010
N -2.908 1.638 -0.912
N 2.386 -1.537 -0.520
O 0.790 0.457 -1.112
O 0.750 -0.493 1.111
S 0.776 -0.980 -0.266
H -2.155 -0.129 1.366
H -0.976 1.181 1.389
H 0.043 0.954 -0.819
H 3.233 -1.205 0.024
H 2.427 -2.023 -1.372

---

Entry 10:
12
Properties=species:S:1:pos:R:3 method="wB97M-V/def2-TZVPD" mol_weight_g_mol=107.069 relative_energy_ev=4.727 e_lumo_ev=0.6274 homo_ev=-9.03 smiles="ON=C(NO)NO" homo_lumo_gap_ev=9.66
O -1.886 1.256 0.313
N -0.539 1.300 0.487
C 0.030 0.349 -0.115
N -0.483 -0.801 -0.732
O -1.418 -1.365 0.328
N 1.345 0.271 0.428
O 2.213 -0.604 -0.514
H -2.147 2.022 0.670
H 0.361 -1.509 -0.603
H -2.235 -1.142 -0.395
H 1.796 1.132 0.080
H 2.963 -0.907 0.054

---

Entry 11:
12
Properties=species:S:1:pos:R:3 method="wB97M-V/def2-TZVPD" mol_weight_g_mol=107.069 relative_energy_ev=4.697 e_lumo_ev=0.2807 homo_ev=-9.59 smiles="CN(N)O[N+](=O)[O-]" homo_lumo_gap_ev=9.87
C 1.298 -0.912 -0.444
N 0.380 0.135 -0.123
N 0.757 1.326 0.436
O -0.770 -0.456 0.447
N -1.948 -0.076 -0.096
O -1.919 0.981 -0.655
O -2.876 -0.704 0.270
H 0.722 -1.485 -1.198
H 2.228 -0.442 -0.738
H 1.587 -1.592 0.390
H -0.103 1.944 0.207
H 0.645 1.282 1.505

---

Entry 12:
12
Properties=species:S:1:pos:R:3 method="wB97M-V/def2-TZVPD" mol_weight_g_mol=107.069 relative_energy_ev=1.240 e_lumo_ev=0.8369 homo_ev=-10.02 homo_lumo_gap_ev=10.85
N -2.810 0.147 -0.527
N -1.699 0.872 -0.359
N -0.704 0.427 0.031
O -0.536 -1.004 0.469
H -2.750 -0.835 -0.061
H -3.657 0.704 -0.444
H 0.479 -1.014 0.468
O 2.736 -1.015 -0.669
C 3.099 -0.003 -0.186
O 2.449 1.088 -0.010
H 4.188 -0.020 0.194
H 1.552 1.066 -0.556

---

Entry 13:
14
Properties=species:S:1:pos:R:3 method="wB97M-V/def2-TZVPD" mol_weight_g_mol=155.135 relative_energy_ev=2.965 e_lumo_ev=-0.2859 homo_ev=-10.79 smiles="N[C@@H]([N+](=O)[O-])S(N)(=O)=O" homo_lumo_gap_ev=10.51
N 0.319 1.729 0.119
C -0.554 0.396 0.564
N -1.922 0.319 0.016
O -2.549 -0.668 0.413
O -2.239 1.194 -0.743
S 0.299 -1.161 -0.182
N 1.799 -0.682 0.140
O 0.188 -1.062 -1.604
O -0.146 -2.288 0.537
H 1.207 1.347 -0.357
H -0.263 2.074 -0.599
H -0.602 0.256 1.561
H 2.141 -0.284 -0.711
H 2.321 -1.171 0.847

---

Entry 14:
11
Properties=species:S:1:pos:R:3 method="wB97M-V/def2-TZVPD" mol_weight_g_mol=107.138 relative_energy_ev=4.846 e_lumo_ev=-0.4251 homo_ev=-8.96 smiles="[H]/N=C(/NO)NS" homo_lumo_gap_ev=8.54
H 1.576 -1.809 -0.169
N 1.862 -0.726 0.041
C 0.716 -0.129 -0.062
N 0.575 1.132 -0.410
O -0.214 1.977 0.286
N -0.465 -1.015 0.108
S -1.933 -0.170 -0.229
H 1.449 1.458 -0.811
H -1.248 1.570 -0.175
H -0.379 -2.126 -0.001
H -1.939 -0.162 1.423

---

Entry 15:
12
Properties=species:S:1:pos:R:3 method="wB97M-V/def2-TZVPD" mol_weight_g_mol=105.077 relative_energy_ev=2.062 e_lumo_ev=-3.8772 homo_ev=-14.87 total_charge=+1 homo_lumo_gap_ev=11.00
C -3.417 -0.064 -0.112
N -4.328 0.327 0.476
N 0.070 -0.502 -0.890
N 2.070 -1.095 -0.012
N 1.071 -0.829 -0.427
O -2.344 -0.176 -0.531
O 3.309 0.699 0.565
H 2.876 1.548 0.339
H -5.272 0.468 0.779
H -0.875 -0.754 -0.990
H 4.231 0.758 0.253
H 2.609 -0.380 0.550

---

Entry 16:
13
Properties=species:S:1:pos:R:3 method="wB97M-V/def2-TZVPD" mol_weight_g_mol=121.076 relative_energy_ev=0.095 e_lumo_ev=-4.5922 homo_ev=-15.63 total_charge=+1 homo_lumo_gap_ev=11.03
N 0.903 0.113 2.218
N -0.234 0.205 1.269
C 0.068 -0.168 -0.013
O 1.181 -0.685 -0.376
N -0.903 0.012 -1.150
N -0.567 -0.040 -2.489
O 0.422 -0.429 -2.920
O -1.545 0.291 -3.092
H 0.655 -0.193 3.169
H 1.287 1.013 2.286
H -1.173 0.435 1.543
H 1.733 -0.809 0.440
H -1.827 0.256 -0.886

---

Entry 17:
8
Properties=species:S:1:pos:R:3 method="wB97M-V/def2-TZVPD" mol_weight_g_mol=47.057 relative_energy_ev=3.284 e_lumo_ev=-0.5498 homo_ev=-9.52 smiles="N=O.C" homo_lumo_gap_ev=8.97
N 2.798 -0.521 -0.068
O 2.831 0.690 0.093
H 3.292 -0.987 -0.911
C -0.667 -0.321 0.101
H -0.368 -0.312 1.080
H -1.598 -0.860 0.107
H -1.068 0.531 -0.337
H 0.091 -0.671 -0.630

---

Entry 18:
8
Properties=species:S:1:pos:R:3 method="wB97M-V/def2-TZVPD" mol_weight_g_mol=47.057 relative_energy_ev=1.138 e_lumo_ev=0.7390 homo_ev=-9.78 smiles="C=O.N" homo_lumo_gap_ev=10.52
C -1.099 0.362 -1.277
O -0.223 -0.307 -1.698
H -1.975 0.039 -0.533
H -1.166 1.515 -1.756
N 1.054 -0.237 1.456
H 0.974 -1.179 1.844
H 2.026 -0.096 1.216
H 0.409 -0.097 0.749

---

Entry 19:
8
Properties=species:S:1:pos:R:3 method="wB97M-V/def2-TZVPD" mol_weight_g_mol=47.057 relative_energy_ev=0.643 e_lumo_ev="-4.2109 / -9.9282" homo_ev="-17.80 / -17.36" total_charge=+1 multiplicity=2 s2=0.758 homo_lumo_gap_ev="13.59 / 7.43"
N 0.404 -0.595 0.679
C -0.621 0.239 0.097
O -0.035 0.803 -1.101
H 0.977 -1.235 0.135
H 1.062 -0.026 1.234
H -1.446 -0.375 -0.285
H -0.871 1.058 0.765
H 0.530 0.131 -1.524

---

Entry 20:
9
Properties=species:S:1:pos:R:3 method="wB97M-V/def2-TZVPD" mol_weight_g_mol=63.056 relative_energy_ev=3.473 e_lumo_ev=1.0096 homo_ev=-9.73 smiles="C=O.NO" homo_lumo_gap_ev=10.74
C 1.872 -0.124 -0.100
O 1.785 0.901 0.479
H 1.398 -1.014 0.374
H 2.239 -0.157 -1.080
N -1.554 0.327 0.498
O -1.151 -0.355 -0.690
H -0.926 0.099 1.178
H -2.506 0.043 0.731
H -1.157 0.281 -1.390